# 1
# C3H10N3

A gas-phase ion, C3H10N3 (charge +2) in a non-equilibrium geometry (ωB97M-V/def2-TZVPD, the Open Molecules 2025 dataset).

```
16
Properties=species:S:1:pos:R:3:nbo_charge:R:1
C 1.852 -1.701 -0.778 -0.625
C 1.386 -0.304 -0.363 -0.263
N -0.003 -0.181 -0.507 -0.211
C -0.865 0.550 0.309 0.643
N -2.135 0.436 0.020 -0.644
N -0.431 1.229 1.342 -0.681
H 1.685 -1.965 -1.825 0.272
H 2.938 -1.746 -0.698 0.296
H 1.440 -2.441 -0.094 0.268
H 1.825 0.424 -1.105 0.376
H 1.759 0.082 0.575 0.269
H -0.433 -0.602 -1.336 0.460
H -2.498 -0.146 -0.724 0.456
H -2.865 1.014 0.430 0.470
H -1.169 1.617 1.935 0.459
H 0.381 0.900 1.855 0.454
```

Values from the calculation:
multiplicity: 2
E_tot: -283.83800 hartree
orbital gap (alpha / beta): 12.92 / 7.11 eV
⟨S²⟩: 0.757
LUMO (alpha / beta): -8.50 / -14.00 eV
HOMO level (alpha / beta): -0.7872 / -0.7759 hartree
total charge: +2
ΔE to the lowest compared entry with this formula, charge and spin: 31.6 kcal per mole

---

# 2
# CH4OS2

CH4OS2 in the gas phase in a non-equilibrium geometry (ωB97M-V/def2-TZVPD, the Open Molecules 2025 dataset).

```
8
Properties=species:S:1:pos:R:3:nbo_charge:R:1
O -0.018 1.612 -1.390 -0.698
C -0.047 0.565 -0.471 -0.053
S -1.671 -0.725 0.105 -0.110
S -0.882 -2.584 0.408 -0.079
H 0.150 1.352 -2.387 0.485
H 0.797 -0.064 -0.561 0.169
H -0.069 1.094 0.506 0.186
H -0.824 -2.341 1.616 0.099
```

Values from the calculation:
multiplicity: 1
E_tot: -912.04866 hartree
orbital gap: 9.24 eV
LUMO: 0.45 eV
HOMO level: -0.3231 hartree
total charge: 0
ΔE to the lowest compared entry with this formula, charge and spin: 26.9 kcal per mole
SMILES string: OCSS

---

# 3
# C20H14BrGdN8O6Se

A molecular structure, C20H14BrGdN8O6Se in a non-equilibrium geometry (ωB97M-V/def2-TZVPD, the Open Molecules 2025 dataset).

```
51
Properties=species:S:1:pos:R:3:nbo_charge:R:1
Gd -2.061 0.145 0.794 1.837
O 2.024 -2.819 0.874 -0.712
C 1.249 -3.637 0.115 0.306
C 1.756 -4.904 -0.165 -0.283
C 1.017 -5.801 -0.924 -0.204
C -0.238 -5.450 -1.409 -0.264
C -0.734 -4.179 -1.144 -0.177
C 0.003 -3.267 -0.406 -0.072
C -0.523 -1.876 -0.156 0.175
O -1.796 -1.588 -0.530 -0.842
N 0.407 -0.959 -0.888 -0.227
N 0.038 0.322 -0.871 -0.360
C 0.901 1.236 -1.066 0.032
C 0.528 2.649 -1.092 -0.136
Br -1.316 2.991 -1.334 0.092
C 1.355 3.681 -0.971 -0.242
C 2.792 3.560 -0.638 -0.067
C 3.723 4.403 -1.251 -0.219
C 5.078 4.294 -0.972 -0.221
C 5.527 3.343 -0.061 -0.247
C 4.607 2.521 0.577 -0.216
C 3.251 2.631 0.298 -0.154
H 1.602 -1.976 1.174 0.533
H 2.729 -5.168 0.234 0.211
H 1.427 -6.784 -1.133 0.197
H -0.825 -6.159 -1.983 0.202
H -1.707 -3.857 -1.498 0.242
H -0.377 -1.709 0.927 0.187
H 1.399 -1.150 -0.836 0.372
H 1.952 0.986 -1.191 0.183
H 0.960 4.682 -1.107 0.211
H 3.371 5.145 -1.960 0.203
H 5.785 4.947 -1.469 0.198
H 6.584 3.253 0.158 0.198
H 4.941 1.790 1.304 0.212
H 2.537 2.008 0.829 0.240
N -7.654 3.833 -0.977 -0.520
C -6.650 3.583 -0.445 0.461
N -5.527 3.417 0.204 -0.699
C -4.666 2.487 0.298 0.637
N -3.786 1.737 0.463 -0.682
N -3.965 -1.107 1.461 -0.658
C -4.889 -1.811 1.356 0.624
N -5.815 -2.699 1.352 -0.709
C -7.035 -2.681 0.873 0.459
N -8.132 -2.779 0.495 -0.531
O 0.600 1.210 3.967 -1.028
Se 0.077 0.556 2.590 2.753
O -0.594 1.682 1.565 -1.085
O -1.205 -0.501 2.782 -1.071
O 1.276 -0.232 1.789 -1.139
```

Values from the calculation:
multiplicity: 8
E_tot: -7400.90828 hartree
orbital gap (alpha / beta): 5.37 / 5.72 eV
⟨S²⟩: 16.772
LUMO (alpha / beta): 4.01 / 1.89 eV
HOMO level (alpha / beta): -0.0500 / -0.1407 hartree
total charge: -2

---

# 4
# H6O3

3 unconnected molecules or ions with the total composition H6O3 (ωB97M-V/def2-TZVPD, the Open Molecules 2025 dataset).

```
9
Properties=species:S:1:pos:R:3:nbo_charge:R:1
O -1.267 4.302 8.137 -0.938
H -1.941 3.622 8.166 0.471
H -1.191 4.604 9.042 0.467
O -6.670 -0.024 13.630 -0.937
H -7.038 -0.773 14.100 0.469
H -5.771 0.042 13.950 0.468
O -4.699 1.263 9.518 -0.941
H -5.085 0.816 10.270 0.472
H -5.044 0.795 8.757 0.468
```

Values from the calculation:
multiplicity: 1
E_tot: -229.30350 hartree
orbital gap: 12.04 eV
LUMO: 0.67 eV
HOMO level: -0.4180 hartree
total charge: 0
ΔE to the lowest compared entry with this formula, charge and spin: 13.5 kcal per mole
SMILES string: O.O.O

---

# 5
# C12H26F5NO13P2S

3 unconnected molecules or ions with the total composition C12H26F5NO13P2S in a non-equilibrium geometry (ωB97M-V/def2-TZVPD, the Open Molecules 2025 dataset).

```
60
Properties=species:S:1:pos:R:3:nbo_charge:R:1
C -3.986 -5.894 -0.980 -0.624
C -3.372 -6.387 -2.302 -0.433
C -3.510 -5.391 -3.442 -0.085
O -2.484 -4.385 -3.392 -0.282
O -3.083 -3.147 -2.942 -0.250
C -2.590 -2.865 -1.714 0.870
O -3.287 -2.423 -0.875 -0.473
N -1.201 -3.099 -1.492 -0.911
S -0.335 -1.684 -1.420 2.220
O -0.541 -0.862 -2.570 -0.898
O -0.664 -1.008 -0.211 -0.895
C 1.461 -2.112 -1.259 0.385
F 1.682 -3.034 -0.319 -0.283
F 2.027 -0.972 -0.832 -0.287
C 2.153 -2.498 -2.602 0.918
F 2.514 -1.402 -3.258 -0.286
F 1.339 -3.229 -3.369 -0.309
F 3.259 -3.190 -2.329 -0.294
H -4.386 -6.754 -0.450 0.222
H -3.229 -5.472 -0.323 0.212
H -4.756 -5.141 -1.123 0.214
H -3.802 -7.329 -2.630 0.217
H -2.302 -6.500 -2.131 0.210
H -3.384 -5.899 -4.396 0.199
H -4.476 -4.893 -3.439 0.208
H -0.811 -3.766 -2.156 0.436
C 1.037 -0.119 2.899 -0.258
O 0.802 0.242 4.252 -0.748
P 0.416 1.753 4.788 2.446
O -0.401 1.371 5.962 -1.066
O -0.436 2.089 3.441 -0.859
C -1.691 1.458 3.215 -0.253
O 0.681 3.332 5.098 -0.752
C 0.410 4.387 4.160 -0.244
H 1.873 -0.821 2.861 0.178
H 0.165 -0.651 2.518 0.199
H 1.256 0.726 2.258 0.190
H -1.941 0.752 4.006 0.204
H -1.663 0.942 2.253 0.181
H -2.458 2.232 3.165 0.186
H -0.665 4.525 4.067 0.189
H 0.849 4.203 3.185 0.217
H 0.852 5.295 4.568 0.186
C 1.070 3.936 -2.659 -0.249
O 0.595 4.366 -1.385 -0.768
P 1.319 4.099 0.036 2.520
O 0.929 5.258 0.856 -1.085
O 2.833 4.211 -0.547 -0.864
C 3.395 5.493 -0.814 -0.250
O 1.680 2.937 1.099 -0.784
C 2.929 2.232 1.078 -0.237
H 0.220 3.603 -3.253 0.196
H 1.506 4.792 -3.174 0.188
H 1.797 3.129 -2.599 0.190
H 2.687 6.296 -0.614 0.209
H 3.712 5.530 -1.857 0.176
H 4.274 5.620 -0.184 0.187
H 3.728 2.888 1.416 0.196
H 3.159 1.836 0.093 0.191
H 2.846 1.397 1.767 0.186
```

Values from the calculation:
multiplicity: 1
E_tot: -3085.83801 hartree
orbital gap: 9.35 eV
LUMO: 0.01 eV
HOMO level: -0.3434 hartree
total charge: 0
SMILES string: CCCOOC(=O)NS(=O)(=O)C(F)(F)C(F)(F)F.COP(=O)(OC)OC.COP(=O)(OC)OC

---

- Among the records above, which one has the lowest total charge?
  C20H14BrGdN8O6Se